Entry 1:
Below is the molecule C4H7NOS in a non-equilibrium geometry, with properties calculated with ωB97M-V/def2-TZVPD.

```
! RIJCOSX wB97M-V def2-TZVPD def2/J DEFGRID3
* xyz 0 1
C -0.12753 0.40108 -0.09229
C -1.25631 0.92297 0.57653
C 0.99417 1.40853 -0.34306
C -0.61911 -1.89936 -0.09919
N 0.10805 -0.81774 -0.71037
O 2.32192 0.83444 -0.29723
S 2.64997 -0.65531 0.17722
H -2.12982 0.33858 0.65336
H -1.21329 1.93020 0.94094
H 0.95840 1.69869 -1.41497
H 0.85141 2.20662 0.36097
H -0.08117 -2.76039 -0.04534
H -0.84493 -1.41122 0.88434
H -1.61176 -2.19709 -0.59091
*
```

Computed properties:
Frontier orbital gap (alpha / beta): 0.2685 / 0.2615 Eh
Relative energy (zero: lowest compared OMol25 entry of this formula, charge and spin): 483.3 kJ/mol

***

Entry 2:
Below is the molecule C4H7NOS2 in a non-equilibrium geometry, with properties calculated with ωB97M-V/def2-TZVPD.

```
! RIJCOSX wB97M-V def2-TZVPD def2/J DEFGRID3
* xyz 0 1
C 1.88840 -0.05635 -1.35515
C 0.13546 -0.49556 0.64117
C 0.28127 -0.21394 1.94160
C -1.48811 1.20882 -0.38298
H 1.67682 0.95886 -0.84727
H 1.26713 -0.10103 -2.19379
H 2.96983 -0.02272 -1.67033
H -0.40505 0.35679 2.61809
H 1.41722 -0.12739 2.39088
H -2.62605 -2.15499 0.89382
H -2.51280 1.61797 -0.64208
N -1.06282 -0.16505 -0.27823
O -0.50773 1.98155 -0.30448
S 1.37016 -1.38350 -0.25814
S -2.40372 -1.40345 -0.55309
*
```

Computed properties:
Structure (SMILES): C=C(SC)N(S)C=O
Frontier orbital gap: 0.3290 Eh
Relative energy (zero: lowest compared OMol25 entry of this formula, charge and spin): 387.1 kJ/mol

***

Entry 3:
Below is the molecule C4H7NOS2 in a non-equilibrium geometry, with properties calculated with ωB97M-V/def2-TZVPD.

```
! RIJCOSX wB97M-V def2-TZVPD def2/J DEFGRID3
* xyz 0 1
C -0.94470 -1.06260 -0.22702
C 0.41343 -1.77516 -0.48843
C 1.90946 0.44600 0.49181
C -1.75054 0.98598 0.54138
N -0.82460 -0.02402 0.55941
O -1.84092 -1.41440 -0.96757
S 1.49995 -1.19801 0.74339
S 1.70590 1.31364 -0.93949
H 0.47005 -2.84485 -0.48553
H 0.55755 -1.66935 -1.55549
H 2.55967 0.85919 1.19327
H -2.48744 1.00403 1.37984
H -1.12065 1.94482 0.60721
H -2.30084 0.89861 -0.31363
H 2.15368 2.53611 -0.53914
*
```

Computed properties:
Frontier orbital gap (alpha / beta): 0.2114 / 0.2115 Eh
Relative energy (zero: lowest compared OMol25 entry of this formula, charge and spin): 403.2 kJ/mol

***

Entry 4:
Below is the molecule C4H7NOS2 in a non-equilibrium geometry, with properties calculated with ωB97M-V/def2-TZVPD.

```
! RIJCOSX wB97M-V def2-TZVPD def2/J DEFGRID3
* xyz 0 1
C -1.02366 0.38201 -0.68195
C -0.15735 0.52234 0.55152
C 0.31265 -0.85592 1.10899
C 1.99163 -0.28644 -0.83505
H -3.26915 0.49984 0.09711
H -1.28081 1.38380 -1.11627
H -0.50686 -0.25968 -1.40986
H -0.67986 1.03186 1.39184
H -0.57216 -1.45728 1.39647
H 0.92017 -0.66855 1.95981
H 2.79206 -0.37849 -1.57843
N 1.91408 0.95695 -0.62252
O 0.91938 1.39711 0.34485
S -2.59521 -0.54832 -0.39410
S 1.23508 -1.71923 -0.21239
*
```

Computed properties:
Structure (SMILES): SC[C@H]1CSC=NO1
Frontier orbital gap: 0.3614 Eh
Relative energy (zero: lowest compared OMol25 entry of this formula, charge and spin): 232.5 kJ/mol

***

Entry 5:
Below is the molecule C4H7NOS2 in a non-equilibrium geometry, with properties calculated with ωB97M-V/def2-TZVPD.

```
! RIJCOSX wB97M-V def2-TZVPD def2/J DEFGRID3
* xyz 0 1
C -2.38295 -0.12528 -0.05917
C 0.12198 1.07218 0.36462
C 1.14337 0.51417 -0.48103
C 2.28419 -0.26734 0.02514
H -2.11458 -2.04985 0.21934
H -0.48787 -1.22604 -0.28877
H 0.46214 2.04928 0.69469
H -0.06532 0.61817 1.29066
H 1.35624 0.83632 -1.54249
H 2.58254 -0.12741 1.11069
H 3.10990 -0.25210 -0.60291
N -1.54170 -1.23459 -0.03984
O 1.01863 -1.04635 -0.30226
S -4.00006 -0.16099 -0.11986
S -1.48650 1.39982 -0.26881
*
```

Computed properties:
Structure (SMILES): NC(=S)SC[C@H]1CO1
Frontier orbital gap: 0.3209 Eh
Relative energy (zero: lowest compared OMol25 entry of this formula, charge and spin): 263.0 kJ/mol

***

Entry 6:
Below is the molecule C4H7NOS2 in a non-equilibrium geometry, with properties calculated with ωB97M-V/def2-TZVPD.

```
! RIJCOSX wB97M-V def2-TZVPD def2/J DEFGRID3
* xyz 0 3
C 0.51429 -2.97379 1.87781
C 1.20167 -2.32005 0.69623
C 0.64347 0.46446 0.28325
C -0.22571 1.86808 -1.91064
N 0.12788 -1.89112 2.59328
O 0.50468 -4.13276 2.28091
S 1.09752 -0.59941 1.49060
S -0.43444 0.20075 -1.06796
H 2.22573 -2.71956 0.72140
H 0.66325 -2.44623 -0.34865
H 0.68532 1.52572 0.61601
H -0.52368 2.55801 -1.26833
H -0.91191 2.01441 -2.75037
H 0.82591 1.92347 -2.32693
H -0.41778 -1.84475 3.42883
*
```

Computed properties:
Frontier orbital gap (alpha / beta): 0.2369 / 0.2766 Eh
Relative energy (zero: lowest compared OMol25 entry of this formula, charge and spin): 21.0 kJ/mol
<S²>: 2.010